1.
DFT (ωB97M-V with the def2-TZVPD basis set) results for a molecular structure, C45H56AlN2O4PS.

Cartesian coordinates (Å):
Al (-1.8363, -0.3846, 1.3385)
O (-2.4734, -2.0590, 1.7279)
C (-1.9892, -3.1118, 1.0885)
C (-2.8683, -4.0978, 0.6114)
C (-2.4105, -5.1956, -0.0879)
C (-1.0449, -5.3901, -0.3107)
C (-0.1583, -4.4566, 0.1856)
C (-0.6001, -3.3151, 0.8656)
C (0.3775, -2.3717, 1.3980)
N (0.0111, -1.2016, 1.7386)
N (0.8826, -0.3906, 2.4505)
C (0.2018, 0.6704, 2.7874)
O (-1.0349, 0.8741, 2.4296)
C (0.8398, 1.6938, 3.6540)
C (2.0812, 1.4615, 4.2404)
C (2.6459, 2.4143, 5.0744)
C (1.9719, 3.6030, 5.3335)
C (0.7314, 3.8348, 4.7539)
C (0.1667, 2.8820, 3.9164)
H (-3.9269, -3.9519, 0.7917)
H (-3.1234, -5.9166, -0.4712)
H (-0.6900, -6.2590, -0.8499)
H (0.9115, -4.5903, 0.0489)
H (1.4065, -2.6903, 1.5674)
H (2.5820, 0.5225, 4.0437)
H (3.6114, 2.2291, 5.5299)
H (2.4108, 4.3427, 5.9929)
H (0.2043, 4.7596, 4.9546)
H (-0.7990, 3.0442, 3.4560)
C (-2.1183, -0.4010, -0.6188)
H (-1.9689, 0.5203, -1.1893)
H (-3.1401, -0.7715, -0.7969)
H (-1.4454, -1.1518, -1.0593)
O (-3.4597, 0.5148, 1.7792)
S (-4.8262, 0.6967, 2.3780)
C (-5.4891, -0.9327, 2.6479)
C (-5.4394, -1.3937, 3.9566)
C (-5.8049, -2.7053, 4.2266)
C (-6.2182, -3.5305, 3.1910)
C (-6.2645, -3.0549, 1.8836)
C (-5.8897, -1.7528, 1.6007)
C (-5.8200, 1.2288, 1.0014)
C (-7.1894, 1.3847, 1.1801)
C (-7.9608, 1.7694, 0.0970)
C (-7.3591, 2.0007, -1.1379)
C (-5.9867, 1.8642, -1.2875)
C (-5.1989, 1.4761, -0.2087)
H (-5.1116, -0.7336, 4.7531)
H (-5.7590, -3.0817, 5.2407)
H (-6.5038, -4.5548, 3.4006)
H (-6.5862, -3.7056, 1.0797)
H (-5.8974, -1.3863, 0.5806)
H (-7.6464, 1.1983, 2.1476)
H (-9.0315, 1.8842, 0.2127)
H (-7.9684, 2.2879, -1.9863)
H (-5.5209, 2.0519, -2.2468)
H (-4.1270, 1.3453, -0.3045)
O (0.4634, 0.8937, -0.5197)
P (1.7127, 0.4142, -1.1990)
C (2.0286, 1.4807, -2.6627)
C (1.5799, 2.9483, -2.3837)
C (2.7598, 3.9208, -2.4222)
C (3.4460, 3.9221, -3.7974)
C (3.4797, 2.5090, -4.4138)
C (3.4141, 1.4400, -3.3232)
C (3.0951, 0.3813, -0.0047)
C (4.5152, 0.0068, -0.5263)
C (5.5257, 1.1356, -0.3024)
C (5.6275, 1.4868, 1.1818)
C (4.2316, 1.6777, 1.8266)
C (3.1052, 1.7016, 0.7927)
C (1.3854, -1.3328, -1.6831)
C (0.4756, -1.4722, -2.9188)
C (1.2459, -1.5978, -4.2373)
C (2.2891, -2.7144, -4.1740)
C (3.2632, -2.4658, -3.0234)
C (2.5089, -2.3828, -1.6988)
H (1.3166, 1.0585, -3.3759)
H (1.0544, 3.0021, -1.4317)
H (0.8596, 3.2491, -3.1498)
H (3.4867, 3.6477, -1.6520)
H (2.4146, 4.9260, -2.1743)
H (4.4636, 4.3075, -3.6956)
H (2.9184, 4.6023, -4.4701)
H (4.3752, 2.3806, -5.0240)
H (2.6227, 2.3701, -5.0812)
H (4.2022, 1.6272, -2.5925)
H (3.6078, 0.4573, -3.7531)
H (2.7315, -0.3823, 0.6952)
H (4.4944, -0.2604, -1.5837)
H (4.8751, -0.8779, 0.0081)
H (5.2207, 2.0235, -0.8643)
H (6.5041, 0.8420, -0.6886)
H (6.2305, 2.3889, 1.2984)
H (6.1628, 0.6833, 1.6952)
H (4.2063, 2.5946, 2.4184)
H (4.0276, 0.8574, 2.5190)
H (3.2275, 2.5606, 0.1239)
H (2.1402, 1.8226, 1.2809)
H (0.7589, -1.5492, -0.8111)
H (-0.2364, -0.6433, -2.9544)
H (-0.1222, -2.3805, -2.7861)
H (1.7607, -0.6616, -4.4742)
H (0.5384, -1.7811, -5.0495)
H (2.8292, -2.7819, -5.1214)
H (1.7854, -3.6755, -4.0175)
H (3.8012, -1.5327, -3.2083)
H (4.0126, -3.2593, -2.9732)
H (3.1969, -2.2291, -0.8655)
H (2.0308, -3.3562, -1.5318)

Computed properties:
- Lowest unoccupied orbital energy: 0.2592 eV
- 2S+1: 1
- Highest occupied orbital energy: -0.271 Eh



2.
DFT (ωB97M-V with the def2-TZVPD basis set) results for 2 unconnected molecules or ions with the total composition C4H11O3.

Cartesian coordinates (Å):
C (0.3055, -0.1838, -1.6662)
C (-0.6726, 0.7331, -0.9028)
C (-1.1871, 0.1240, 0.4566)
O (-0.2286, -0.1097, 1.4022)
C (1.6480, -0.3472, -0.9144)
O (2.2239, -1.6470, -1.2300)
H (-0.1726, -1.1504, -1.8661)
H (0.5422, 0.2394, -2.6568)
H (-1.5932, 0.9265, -1.4837)
H (-0.1456, 1.6831, -0.8027)
H (-1.9613, 0.8193, 0.8588)
H (-1.7443, -0.8135, 0.2086)
H (1.3841, -0.2682, 0.1424)
H (2.4138, 0.3414, -1.2796)
H (1.8282, -2.2517, -0.6018)
H (-1.2583, 0.2013, 2.8956)
H (-0.2272, 0.9125, 3.7572)
O (-1.1550, 0.7909, 3.6825)

Computed properties:
- Lowest unoccupied orbital energy: 3.9777 eV
- 2S+1: 1
- Relative energy (zero: lowest compared OMol25 entry of this formula, charge and spin): 23.4 kcal per mole
- Net charge: -1
- Highest occupied orbital energy: -0.113 Eh



3.
DFT (ωB97M-V with the def2-TZVPD basis set) results for a gas-phase ion, C6H10N (charge +1).

Cartesian coordinates (Å):
C (3.1934, 0.3454, -0.1008)
C (1.9079, -0.0990, -0.0047)
C (0.6599, -0.5501, 0.1596)
C (-0.3805, -1.4373, 0.5609)
N (-0.7414, -0.0838, 0.0655)
C (-1.0990, 1.0282, 0.8369)
C (-1.4479, -0.0486, -1.2311)
H (3.5290, 0.3094, -1.0799)
H (3.6985, 1.1012, 0.5173)
H (-0.8207, -2.2736, 0.0193)
H (-0.4980, -1.7743, 1.5777)
H (-0.2610, 1.7657, 0.5398)
H (-2.1207, 1.3010, 0.8900)
H (-0.6835, 0.7756, 1.9217)
H (-1.2459, -1.0055, -1.7959)
H (-2.5312, -0.2726, -1.0571)
H (-1.1590, 0.9185, -1.8193)

Computed properties:
- Lowest unoccupied orbital energy: -3.7001 eV
- 2S+1: 1
- Relative energy (zero: lowest compared OMol25 entry of this formula, charge and spin): 85.8 kcal per mole
- Net charge: +1
- SMILES: C=C=C1C[N+]1(C)C
- Highest occupied orbital energy: -0.537 Eh



Orbital gap: 0.281 0.259 0.401 (hartree)
DFT total energy: -85470.712 -10468.663 -7862.628 (eV)
Maximum force: 0.01147 0.04121 0.13225 (hartree/bohr)